# 1
Here is a structure of composition C17H27BMnNO4P2 at a distorted geometry from OMol25. Energies are from the ωB97M-V functional and the def2-TZVPD basis.

Values from the calculation:
Expectation value of S²: 6.12
Total charge: +2
Energy relative to the best compared isomer or geometry (same formula, charge and spin) in kJ/mol: 69.26
2S+1: 5

Geometry (Å):
H (-0.6049, 4.9893, 2.1783)
H (3.3749, 2.9716, -0.7310)
H (-4.2354, 0.4176, 0.6234)
H (3.6036, -6.1257, -1.2723)
C (3.5962, -4.1103, -0.5274)
H (-4.6854, 1.6090, -1.5290)
H (-1.7472, -2.6017, 1.2040)
C (0.5515, 2.6004, -1.8874)
H (-3.9405, 0.5967, 2.9888)
C (2.2846, 0.3440, -2.1738)
C (-3.6449, 1.9283, -1.5488)
Mn (-0.1873, 0.8116, 0.6320)
O (3.1460, -2.0718, 0.7660)
H (1.9985, -1.6863, 2.6558)
H (-2.5143, 1.6818, 2.9873)
C (1.5965, -5.3448, -1.1336)
C (-2.3201, -2.0169, 1.9351)
H (-1.4283, 4.0390, -3.0068)
H (-3.8886, 3.5129, -2.9767)
H (-0.2895, -4.3433, -0.8194)
H (-3.3960, -0.7809, -0.3850)
C (-3.2546, 0.1595, 0.1876)
O (1.1756, 0.2753, 1.9113)
C (2.9736, -5.2702, -1.0069)
H (2.5406, 2.7224, 0.8350)
H (0.8977, 0.5911, 2.7910)
H (0.8352, 5.5336, 2.5226)
C (-1.8317, 3.2383, -2.3994)
C (-3.1970, 2.9584, -2.3720)
H (3.6318, 1.4758, 0.2174)
C (1.3896, -3.1909, -0.1496)
O (0.8362, -2.3065, 0.7291)
C (-0.9489, 2.4871, -1.6477)
C (2.7924, -3.0728, -0.0794)
H (-2.4728, 0.1533, 3.9273)
C (0.7844, -4.2891, -0.7263)
P (1.5416, 1.3889, -0.9178)
H (2.5853, -0.6104, -1.7339)
P (-2.1312, -0.2577, 1.5885)
H (-3.3750, -2.3257, 1.9095)
H (0.7328, 2.3319, -2.9491)
H (1.1411, -6.2425, -1.5550)
H (3.1602, 0.8418, -2.6148)
C (-2.7602, 1.2826, -0.7133)
C (-2.8386, 0.6284, 3.0049)
O (-0.1060, 5.5365, 2.7889)
N (-1.4371, 1.5966, -0.7433)
H (4.6715, -4.0347, -0.4482)
H (-1.9108, -2.2151, 2.9352)
C (2.8952, 2.2318, -0.0805)
B (1.9327, -1.7992, 1.4854)
H (0.9279, 3.6088, -1.7085)
H (1.5490, 0.1523, -2.9678)

Results of the Löwdin charge analysis, in e, for atoms 1 through 4: 0.00, 0.08, 0.11, 0.12



# 2
Here is the ion C8H15N2O with charge +1 at a distorted geometry from OMol25. Energies are from the ωB97M-V functional and the def2-TZVPD basis.

Values from the calculation:
Total charge: +1
Energy relative to the best compared isomer or geometry (same formula, charge and spin) in kJ/mol: 327.50
SMILES: CC1=CC=C[C@@](N)(O)[C@]1(C)[NH3+]

Geometry (Å):
C (-0.0506, -1.3498, -1.8592)
H (1.4217, -2.5378, 1.7266)
H (-2.1407, 0.4397, -0.6304)
H (-0.4434, 0.3396, -3.0371)
H (0.8267, -2.9091, -0.4949)
O (-0.6309, 2.1695, -1.1686)
H (-0.2091, -2.1181, -2.5627)
H (-2.7298, 0.6829, 1.1267)
H (0.8329, 1.8159, 0.9391)
H (-0.8950, 1.8255, 1.4998)
C (0.9940, -1.6139, 1.8762)
H (-1.0834, 2.1489, -1.9477)
C (-1.9965, 0.1007, 0.4020)
H (1.8126, -0.8724, 2.0676)
N (-0.0378, 1.3265, 1.4416)
C (-0.0951, -0.0057, -2.0768)
C (-0.3979, 0.4023, 0.4267)
H (-2.2121, -0.9945, 0.4031)
C (0.3456, -1.2261, 0.5918)
N (1.4229, 1.3801, -0.5469)
H (0.3419, 0.8054, 2.1914)
H (0.4654, -1.7494, 2.8200)
H (1.7532, 2.1473, -1.0652)
C (0.0483, 1.0343, -0.9280)
C (0.4934, -1.8720, -0.5493)
H (2.1635, 0.6302, -0.6458)

Results of the Löwdin charge analysis, in e, for atoms 1 through 4: -0.01, 0.06, 0.06, 0.11



# 3
Here is a cluster of 3 separate species, C44H64BBrN2O18P4S2 in total at a distorted geometry from OMol25. Energies are from the ωB97M-V functional and the def2-TZVPD basis.

Values from the calculation:
E in eV: -216043.878
SMILES: CCOB(O)C1=C(P(O)O)C(=O)c2c(CP(=O)(O)O)c(CN)c(CCCSC(=S)N(c3ccccc3)c3ccccc3)c(CC(=O)Br)c2C1=O.CCOP(=O)(OCC)OCC.CCOP(=O)(OCC)OCC

Geometry (Å):
H (4.9233, -1.5493, -0.0113)
C (0.1644, -8.9349, 0.3256)
S (-4.4309, -0.2769, -4.3692)
H (-0.2446, -6.8600, 4.0634)
O (6.2631, 0.7143, 1.4071)
H (-2.3459, -2.0075, -0.4264)
O (5.8863, -1.6034, 0.1501)
H (-0.2973, 7.5643, 5.5454)
H (-1.2188, 5.1183, 3.9549)
H (-2.6366, 9.9555, 2.1007)
H (1.0824, 2.0088, 1.2201)
C (-0.9292, -3.4530, -4.1615)
H (-0.5632, 5.2388, 0.8744)
H (-0.3462, -9.3475, -0.5472)
H (7.0135, -0.7918, -5.0594)
O (0.1733, -7.1181, 1.9134)
C (7.0310, -3.0361, -3.1912)
H (4.2802, -5.3369, 2.6336)
H (8.0144, -4.9101, -2.4224)
H (-0.7962, 3.7177, -0.6554)
C (-6.0008, 7.1127, 5.7308)
C (1.8030, 1.0757, -5.3295)
H (-0.6389, -5.3512, 4.8332)
H (6.8390, -3.3440, -4.2524)
O (-4.8146, 7.5326, 5.0503)
H (1.1673, -6.2430, 6.0945)
H (-6.8493, 7.2771, 7.7118)
C (-1.7885, 0.6935, -3.7051)
O (2.3508, -5.8902, 2.3492)
H (2.1283, -6.5939, 4.6681)
C (7.0346, -4.3630, -2.3154)
H (1.8674, -4.9166, 5.1440)
H (-3.4662, 1.9990, -4.3506)
H (0.2551, -9.7225, 1.0777)
H (-0.8671, -7.0445, 0.1047)
O (2.0281, -1.2095, -4.5220)
C (-0.6000, -7.7530, 0.8897)
H (-4.5813, 8.7196, 3.1929)
H (-0.6922, 2.0938, -5.0465)
H (-4.5948, -4.5364, 2.5408)
H (-6.4679, -4.8966, 0.7932)
H (-1.5311, -8.0989, 1.3459)
O (4.6901, 1.3226, -4.8184)
P (0.8976, -5.6630, 1.5961)
H (8.0862, -2.6440, -3.1438)
H (0.1739, -3.4123, -3.9803)
P (1.4483, 4.4894, 0.8123)
C (3.0804, -3.5691, 2.4552)
C (4.4310, 1.9151, -0.9008)
C (3.4153, -4.9955, 2.0611)
C (-3.7309, -3.5014, -4.7055)
C (-3.0874, 0.9650, -4.5554)
C (-3.2217, -2.6491, -0.1902)
H (0.4550, 5.6079, 4.2677)
C (-5.5481, -4.3020, 0.5606)
O (-3.7009, 5.8189, 6.1945)
C (-0.5617, 5.9782, 4.1274)
H (-6.1468, 8.7804, 7.0881)
H (2.8044, 2.4960, 1.0882)
O (4.7692, 2.7583, -0.1107)
C (-1.3713, -4.0242, -5.4372)
C (-0.8279, 1.9302, -3.9447)
H (-1.4361, -2.4594, -2.2394)
O (-3.5502, 6.8859, 3.1895)
H (6.2553, -5.0734, -2.7187)
H (-0.5899, 6.5888, 3.2260)
H (0.5468, 5.3190, -1.0402)
C (0.1336, -5.8564, 4.2464)
C (5.3620, 0.3908, -2.6709)
H (-1.9783, 0.4838, -2.6228)
S (-4.6008, 0.1152, -1.3918)
O (1.4584, 5.1188, -0.7475)
H (2.2736, -3.1696, 1.8287)
C (2.9950, 1.5019, -3.0461)
C (1.7510, 1.4909, -3.8314)
Br (1.8289, -1.3287, -7.2791)
H (-5.0909, 7.5081, 7.6615)
C (0.5006, 1.8839, -3.1384)
H (-3.1830, -4.4482, -6.6760)
H (2.6447, 1.5465, -5.9009)
C (1.3975, -5.9000, 5.0840)
H (-0.4408, 1.0221, 0.2727)
O (2.5405, 5.1750, 1.5513)
C (1.7917, 2.6389, 0.6254)
C (-4.2738, -2.8743, -1.1821)
O (1.3551, -6.0640, 0.2048)
C (-3.7504, 8.2148, 2.7043)
H (-6.2460, -3.9129, -1.4901)
C (1.9163, -0.5036, -5.4687)
H (-2.5149, -3.0756, 1.9151)
C (-1.8476, -2.9064, -3.1687)
N (-4.3295, -2.3745, -2.5507)
C (-0.8296, 2.6376, -0.9774)
H (-1.7244, 2.5676, -1.6593)
O (-0.0427, 4.7448, 1.5417)
C (-3.3170, -3.2488, 1.1591)
H (0.8648, 1.3431, -5.8953)
H (-0.6699, -4.4164, -6.2086)
C (0.5108, 2.2465, -1.6999)
C (3.0299, 1.8963, -1.6170)
H (-1.3984, 2.8371, -3.5801)
O (-2.2757, 7.3992, 5.1208)
H (-1.6288, 8.5214, 2.3857)
H (3.6787, -5.0568, 1.0013)
H (3.9527, -2.9251, 2.3419)
P (-3.5864, 6.4467, 4.8183)
H (-4.0500, 8.0954, 1.6589)
C (-5.4149, -3.7122, -0.7630)
C (-4.4314, -0.9435, -2.6397)
B (6.3118, -0.7866, -3.2255)
H (-4.8256, -3.4954, -4.9214)
H (-6.0738, 6.0247, 5.7548)
C (-2.5021, 9.0762, 2.7339)
H (6.8754, -4.1209, -1.2337)
C (1.7827, 2.2575, -0.9069)
H (-2.7640, 0.9122, -5.6364)
H (5.3474, 0.4842, 1.6632)
C (5.3981, 0.7452, -1.3471)
O (7.2978, -0.4704, -4.1812)
H (2.7385, -3.5172, 3.4896)
H (-6.8570, 7.4836, 5.1615)
H (-1.0671, 6.1323, 6.2245)
P (6.5530, -0.0520, -0.0832)
N (-1.1653, 1.7455, 0.1856)
C (-3.2879, -2.9184, -3.4224)
O (6.0683, -2.0730, -2.7206)
H (-1.0045, 2.3465, 1.0070)
C (4.3767, 1.0950, -3.6751)
O (0.2558, -5.0860, 3.0481)
H (-1.2615, -0.2082, -4.1363)
C (-6.0248, 7.6953, 7.1305)
H (-2.2888, 9.4354, 3.7408)
C (-4.4747, -4.0780, 1.5252)
C (-1.0172, 6.7698, 5.3375)
C (-2.8170, -4.0430, -5.7003)
H (1.1802, -8.6594, 0.0400)

Results of the Löwdin charge analysis, in e, for atoms 1 through 4: 0.05, -0.08, 0.85, 0.11



# 4
Here is an isolated molecule of C3H4N2 at a distorted geometry from OMol25. Energies are from the ωB97M-V functional and the def2-TZVPD basis.

Values from the calculation:
Energy relative to the best compared isomer or geometry (same formula, charge and spin) in kJ/mol: 272.17

Geometry (Å):
C (0.2763, 0.3781, -0.3566)
N (2.6745, -0.6693, -0.2058)
H (-2.1351, -0.2200, -0.4467)
H (-0.1728, 0.0992, -1.3142)
N (-0.5912, -0.1476, 0.7068)
H (-0.1350, -0.2959, 1.6020)
H (0.3216, 1.4711, -0.3124)
C (-1.8645, -0.4311, 0.6109)
C (1.6262, -0.1844, -0.2839)

Results of the Löwdin charge analysis, in e, for atoms 1 through 4: -0.18, 0.15, 0.00, 0.12



# 5
Here is an isolated molecule of C6H4O at a distorted geometry from OMol25. Energies are from the ωB97M-V functional and the def2-TZVPD basis.

Values from the calculation:
Energy relative to the best compared isomer or geometry (same formula, charge and spin) in kJ/mol: 136.69
SMILES: C#Cc1ccco1

Geometry (Å):
O (-0.2307, -1.1478, -0.2120)
H (-2.2244, -1.6762, -0.3824)
C (3.0504, -0.2301, -0.0623)
C (0.4328, 0.0348, -0.0316)
H (4.1104, -0.3782, -0.0866)
C (-1.5517, -0.8972, -0.0653)
C (-1.7573, 0.3878, 0.2887)
H (-2.6678, 0.9132, 0.5422)
C (-0.4898, 1.0189, 0.2072)
H (-0.5275, 2.0328, -0.1319)
C (1.8556, -0.0581, -0.0660)

Results of the Löwdin charge analysis, in e, for atoms 1 through 4: 0.04, 0.12, 0.13, -0.29



# 6
Here is a structure of composition C12H30F12Li3N6O30S12 at a distorted geometry from OMol25. Energies are from the ωB97M-V functional and the def2-TZVPD basis.

Values from the calculation:
Expectation value of S²: 0.75
E in eV: -246532.033
Total charge: -4
2S+1: 2

Geometry (Å):
O (-1.5182, 11.9278, 14.9708)
H (-7.4875, 8.3474, 5.1577)
O (-4.1872, 3.7563, 6.7648)
O (-2.8262, 5.3084, 13.9752)
H (-6.1170, 9.8563, 7.7236)
S (1.8360, 6.9522, 8.8291)
O (-1.8531, 2.9214, 4.9081)
S (1.4421, 11.8132, 12.1099)
F (-5.4097, 9.2656, 14.8221)
F (-4.0936, 7.2826, 13.8209)
H (-8.8903, 7.7205, 4.1321)
O (2.6423, 9.1937, 6.9980)
O (-5.5666, 11.3629, 13.8605)
O (-3.6529, 13.1352, 14.5177)
H (-9.6909, 13.3066, 12.2668)
H (-5.9880, 11.1926, 11.2283)
H (-4.3383, 12.2921, 11.9328)
H (-6.2893, 6.2332, 8.3676)
O (-3.6665, 9.8340, 13.2381)
O (1.9225, 10.8532, 14.6576)
O (2.7042, 12.4448, 12.4429)
F (-3.6922, 5.7711, 7.8821)
F (-0.0693, 4.4631, 5.2958)
S (-4.4875, 10.4798, 14.2881)
O (0.1893, 12.4487, 12.2775)
Li (0.2859, 9.1877, 10.7424)
H (0.9335, -0.0158, 11.9053)
S (-3.0535, 4.3530, 7.4471)
S (-2.3588, 9.7837, 10.3341)
S (-2.1785, 7.4560, 10.4320)
C (-5.8701, 8.7966, 7.7870)
N (1.4170, 10.2139, 11.9773)
S (-3.1011, 6.4481, 14.7957)
H (-8.9449, 7.9302, 5.9138)
H (1.8911, 3.4172, 11.5436)
H (-7.9916, 6.2512, 8.0669)
O (1.7293, 1.7792, 12.7048)
O (-0.2899, 9.8510, 14.0195)
Li (-1.9282, 8.7620, 13.1270)
O (-3.9383, 6.1904, 15.9325)
F (-2.8540, 12.6649, 16.7138)
C (-6.8015, 6.2060, 6.3000)
C (-8.3240, 7.6553, 5.0611)
S (-0.6318, 6.5875, 14.9820)
S (1.1410, 10.0897, 13.6662)
H (-4.5532, 14.0816, 11.6072)
C (-9.1892, 12.5552, 12.8765)
F (1.6510, 6.3038, 10.3072)
C (-6.3733, 12.0654, 10.7011)
C (1.2165, 2.5731, 11.6865)
O (-2.7592, 3.8703, 8.7625)
C (-0.1907, 3.1296, 11.9071)
N (1.5926, 8.5706, 9.3966)
H (-6.9863, 11.6039, 9.9270)
O (0.0996, 6.3501, 13.7007)
N (-2.0707, 7.5958, 14.8279)
O (-8.0911, 11.8908, 12.2252)
O (-3.8122, 9.9564, 10.4942)
C (-1.7727, 1.4051, 11.2552)
F (1.4320, 10.4801, 8.2589)
H (-5.3597, 8.5864, 8.7269)
F (1.7099, 8.6282, 13.8671)
Li (-1.2142, 6.9497, 6.7147)
O (-0.4953, 2.9983, 6.8768)
H (-6.6257, 13.3304, 12.4201)
C (1.0753, 0.5229, 12.8422)
S (-1.3272, 3.7718, 5.9950)
N (-1.9336, 5.1792, 6.3774)
H (-7.7906, 13.6062, 11.0599)
H (-8.8241, 13.2119, 13.6661)
H (-5.9294, 6.7035, 5.8758)
O (-1.1975, 2.1624, 12.2987)
O (0.1361, 8.7777, 7.2098)
O (-1.6629, 10.1327, 9.0995)
O (-3.4473, 6.9634, 10.8822)
H (0.1447, 0.5359, 13.4095)
H (1.2591, 2.0183, 10.7492)
H (-6.6033, 5.1342, 6.2961)
O (-7.8785, 6.3514, 5.2924)
H (-5.2872, 8.5396, 6.9026)
O (3.1384, 6.5793, 8.3868)
F (0.3491, 7.5444, 15.8741)
O (-1.6099, 7.2844, 9.0932)
N (-3.7691, 10.6351, 15.6189)
C (-4.4341, 13.0824, 11.1882)
H (-0.1473, 4.0192, 12.5355)
S (-2.9442, 12.0708, 15.2117)
H (-2.0851, 1.9410, 10.3589)
F (-1.2384, 6.4153, 11.2749)
O (-5.2986, 12.8202, 10.1612)
N (-1.5794, 8.8495, 11.2539)
H (-10.0342, 11.9287, 13.1620)
H (1.7331, -0.1098, 13.4382)
H (-2.6051, 0.7726, 11.5635)
O (-0.7398, 5.5189, 15.9419)
O (0.7228, 6.3221, 8.0897)
C (-7.2240, 12.8720, 11.6327)
F (-1.8505, 10.9882, 11.2311)
F (1.5258, 11.9496, 10.5060)
S (1.4690, 8.9554, 7.8672)
H (-0.5602, 3.6627, 11.0312)
H (-3.4898, 12.9931, 10.6511)
O (-7.1334, 8.1484, 7.7607)
C (-7.0509, 6.6920, 7.7370)
H (-1.1704, 0.5637, 10.9125)

Results of the Löwdin charge analysis, in e, for atoms 1 through 4: -0.28, 0.08, -0.29, -0.28



# 7
Here is a structure of composition C12H30KO6 at a distorted geometry from OMol25. Energies are from the ωB97M-V functional and the def2-TZVPD basis.

Values from the calculation:
Total charge: +1
Energy relative to the best compared isomer or geometry (same formula, charge and spin) in kJ/mol: 402.37

Geometry (Å):
H (4.7235, -8.6768, -6.2139)
C (7.0542, -6.9122, -0.1335)
H (6.2375, -8.9895, -7.2581)
H (2.8655, -10.4676, -7.0356)
C (4.7133, -8.1972, 2.2920)
O (5.5096, -10.5880, -6.5376)
H (10.2267, -11.7397, 1.5078)
C (11.1881, -11.9436, 1.0364)
H (4.6649, -11.1617, 3.6641)
C (3.1996, -11.4742, -6.7844)
H (11.2739, -13.0288, 0.9811)
H (6.9928, -7.0829, -1.2083)
C (4.7338, -11.5952, -7.1481)
H (12.8694, -11.9469, -2.7571)
O (5.1122, -9.6180, 2.5618)
C (4.1512, -10.2550, 3.3445)
H (12.0490, -9.1743, -4.5706)
O (3.1593, -11.7820, -5.4358)
C (13.0724, -11.0562, -2.1626)
H (3.9311, -9.7337, 4.2761)
C (5.8045, -7.3290, 1.7898)
H (13.8043, -9.0285, -4.1691)
O (11.3845, -11.3967, -0.2561)
K (7.1099, -12.1246, -2.1255)
H (14.1192, -10.7701, -2.2652)
H (1.1086, -11.9062, -5.4415)
O (5.9802, -7.6790, 0.4433)
H (5.2002, -12.4729, -6.7008)
H (6.9076, -5.8427, 0.0174)
H (5.4984, -6.3039, 1.9984)
H (7.9995, -7.1886, 0.3335)
H (13.0168, -12.3354, -0.2946)
H (4.8511, -11.6833, -8.2282)
H (13.1167, -10.5354, -4.8096)
C (12.9277, -9.6764, -4.1658)
H (3.2551, -10.6039, 2.8313)
H (1.7038, -10.3959, -4.7248)
C (12.7011, -11.3643, -0.6757)
H (4.7217, -9.1610, -7.9316)
H (11.8582, -11.3933, 1.6969)
H (13.2373, -10.7208, 0.0219)
H (3.9417, -8.0931, 1.5292)
H (1.8959, -11.9244, -3.8204)
H (6.7142, -7.5019, 2.3648)
H (2.4970, -12.0968, -7.3383)
O (12.4960, -9.9061, -2.7385)
H (4.2551, -7.6781, 3.1339)
C (1.8815, -11.4679, -4.8101)
C (5.2258, -9.2774, -6.9722)

Results of the Löwdin charge analysis, in e, for atoms 1 through 4: 0.09, -0.09, 0.09, 0.11



# 8
Here is an isolated molecule of C4H5NO at a distorted geometry from OMol25. Energies are from the ωB97M-V functional and the def2-TZVPD basis.

Values from the calculation:
Energy relative to the best compared isomer or geometry (same formula, charge and spin) in kJ/mol: 456.00

Geometry (Å):
C (1.0137, 1.2593, 0.3385)
H (-1.9177, -0.6245, -0.1472)
H (1.0142, -0.9930, -1.1242)
C (-1.1539, 0.0663, -0.4659)
C (0.7207, -1.0275, -0.0876)
H (0.9894, -1.9293, 0.4591)
H (-1.5025, 1.0871, -0.2466)
N (1.6262, 2.2186, 0.1404)
O (-0.0652, -0.1106, 1.9260)
H (-0.9999, 0.0073, -1.5354)
C (0.2749, 0.0462, 0.7429)

Results of the Löwdin charge analysis, in e, for atoms 1 through 4: -0.16, 0.07, 0.10, 0.09